[1]
An isolated molecule of C5H8O4 at a distorted geometry. Source: the OMol25 dataset; level of theory: the ωB97M-V functional and the def2-TZVPD basis.

Structure (XYZ):
```
17
Properties=species:S:1:pos:R:3:forces:R:3
O 0.375505 2.128044 2.027585 1.5 -1.0 2.1
C 0.018842 1.402000 0.939318 -2.9 4.5 0.6
C 0.161422 -0.073799 1.191744 0.5 -0.6 0.0
C 0.990005 -0.774768 0.144037 0.4 -0.4 -0.6
O 0.675587 -2.175268 0.049174 0.1 -0.1 0.4
C 0.111489 -2.013684 -1.265340 0.3 -0.4 -0.4
C 0.543725 -0.546308 -1.313618 -1.1 -0.3 0.5
O -0.512663 0.340589 -1.496943 -2.2 0.3 0.9
H 0.600286 -0.299955 2.175124 0.0 0.7 -0.3
H -0.841936 -0.509049 1.308290 0.0 0.2 -0.6
H 2.065328 -0.623920 0.319911 -0.3 0.0 0.1
H 0.588117 -2.678600 -1.997910 -0.2 0.0 0.2
H -0.978871 -2.156969 -1.275731 0.3 0.1 0.0
H 1.363791 -0.328626 -2.010567 -0.4 0.2 0.1
O -0.596380 2.126880 0.143789 0.9 -2.8 0.6
H -0.370284 2.624657 2.384922 0.1 0.4 -0.7
H -1.208346 0.463295 -0.688914 2.9 -0.6 -3.0
```
Positions in Å, forces in eV/Å.

Calculated values
Charge: 0
Highest occupied orbital energy in eV: -9.6
Energy above the lowest of the compared OMol25 structures with the same formula, charge and spin in kcal/mol: 69.8
SMILES string: O=C(O)C[C@H]1OC[C@H]1O
Kohn-Sham gap in eV: 9.84
Maximum force in eV/A: 5.37



[2]
A cluster of 3 separate species, C3H12O3S2 in total at a distorted geometry. Source: the OMol25 dataset; level of theory: the ωB97M-V functional and the def2-TZVPD basis.

Structure (XYZ):
```
20
Properties=species:S:1:pos:R:3:forces:R:3
C 0.866043 0.387768 0.165412 0.2 0.3 -1.2
C 1.574449 0.572693 -1.206528 -1.2 0.4 0.4
O 0.618166 0.589773 -2.263501 -0.3 -0.1 -0.3
C 1.684910 -0.345447 1.193690 0.8 0.1 -1.3
S 0.736936 -0.770876 2.636210 0.1 -0.2 0.8
S 0.248454 1.042756 3.516192 -0.4 -0.3 -0.2
H -0.062044 -0.132673 -0.074231 0.0 -0.2 0.4
H 0.575520 1.371837 0.542964 0.0 -0.1 0.0
H 2.019525 1.563146 -1.250597 0.4 0.0 0.0
H 2.321801 -0.185995 -1.408363 0.3 -0.3 0.1
H -0.168180 0.055191 -2.062422 0.6 0.2 0.2
H 2.632658 0.180684 1.327168 -0.2 0.4 0.8
H 2.101871 -1.277395 0.772133 -0.7 -0.2 0.3
H -1.094340 1.022463 3.265204 0.6 0.1 -0.1
H -3.106929 0.022686 -0.608143 -0.6 -0.4 0.3
H -2.680476 1.342710 -1.249434 0.5 -0.9 0.4
O -2.328671 0.513415 -0.846292 0.0 1.3 -0.7
H -1.710972 -2.003742 -0.123871 0.3 -0.3 1.0
H -2.049897 -1.585305 -1.452640 -0.4 -0.7 -0.2
O -2.178828 -2.363693 -0.872947 0.1 1.0 -0.7
```
Positions in Å, forces in eV/Å.

Calculated values
Charge: 0
Highest occupied orbital energy in eV: -9.0
Energy above the lowest of the compared OMol25 structures with the same formula, charge and spin in kcal/mol: 11.6
SMILES string: OCCCSS.O.O
Kohn-Sham gap in eV: 9.19
Maximum force in eV/A: 1.53



[3]
An isolated molecule of C3H6N2O2 at a distorted geometry. Source: the OMol25 dataset; level of theory: the ωB97M-V functional and the def2-TZVPD basis.

Structure (XYZ):
```
13
Properties=species:S:1:pos:R:3:forces:R:3
N -2.054303 -0.096153 -0.230759 0.3 0.2 0.6
C -0.715095 -0.159708 -0.015519 0.1 -0.3 0.3
O -0.072564 0.775029 -0.730575 0.2 -0.1 -0.4
C -0.059593 -1.266978 0.648573 -0.2 -0.5 -0.6
O 0.241030 -0.197871 1.461640 -1.1 0.5 0.9
C 1.250361 1.022390 -0.418722 0.0 0.7 -0.2
N 2.057577 1.043461 -1.363306 0.5 -0.2 -0.6
H -2.474012 0.797370 -0.444560 0.1 0.0 0.2
H -2.629660 -0.762983 0.252042 0.0 0.0 0.0
H 0.770185 -1.755152 0.142181 0.2 -0.1 -0.1
H -0.739530 -2.002146 1.099151 0.0 -0.1 -0.2
H 1.456787 1.288334 0.603305 -0.3 0.0 0.2
H 2.968815 1.314401 -1.003451 0.0 0.1 -0.1
```
Positions in Å, forces in eV/Å.

Calculated values
Charge: 0
Highest occupied orbital energy in eV: -9.2
Energy above the lowest of the compared OMol25 structures with the same formula, charge and spin in kcal/mol: 88.5
SMILES string: [H]/N=C/O[C@@]1(N)CO1
Kohn-Sham gap in eV: 10.05
Maximum force in eV/A: 1.47



[4]
A cluster of 16 separate species, C37H83N9O25 in total at a distorted geometry. Source: the OMol25 dataset; level of theory: the ωB97M-V functional and the def2-TZVPD basis.

Structure (XYZ):
```
154
Properties=species:S:1:pos:R:3:forces:R:3
C 0.902269 3.872199 -3.063708 0.9 -0.6 -1.1
C 1.825095 3.061385 -4.117974 0.3 2.5 0.3
C 1.213711 1.707867 -4.163490 0.1 -1.8 1.1
O -0.014951 1.760225 -3.453542 -0.7 1.2 -0.1
C -0.405144 3.172760 -3.409128 0.3 -0.7 0.0
H 0.969905 4.967821 -3.237848 -0.3 -0.7 0.0
H 1.154856 3.678706 -2.009997 0.0 0.0 -0.4
H 2.893177 3.036828 -3.850621 -0.4 0.1 0.0
H 1.738466 3.638768 -5.075764 0.1 -0.7 0.6
H 1.821025 0.942552 -3.621205 -0.2 0.6 -0.4
H 1.001122 1.281071 -5.130975 0.2 0.2 -0.8
H -1.148913 3.207453 -2.642948 -0.5 0.2 0.5
H -0.859680 3.503454 -4.365944 0.4 -0.2 0.3
C 0.799682 0.477922 3.232548 0.8 -0.5 0.2
C 1.641411 -0.807129 3.483473 -0.9 0.2 -0.1
C 1.805300 -0.776686 4.988713 -0.1 -0.3 0.6
O 2.036997 0.606202 5.329933 -0.6 -0.7 -0.7
C 1.074523 1.285224 4.531278 -1.6 0.3 -0.2
H -0.232474 0.189971 3.057737 -0.3 0.3 0.4
H 1.091458 1.038749 2.346719 0.3 -0.1 0.0
H 2.584647 -0.688746 2.997082 0.8 -0.4 -0.4
H 1.097138 -1.716934 3.169848 0.5 0.4 -0.1
H 2.639309 -1.401973 5.391961 -0.7 0.6 -0.3
H 0.808212 -1.084124 5.398871 0.8 0.1 0.2
H 1.397371 2.304889 4.315592 0.2 -0.1 0.2
H 0.087171 1.347466 5.046401 0.7 0.1 0.2
C -3.709426 5.483629 -2.873661 -1.7 1.7 -1.6
C -3.642770 5.162731 -4.391628 -1.3 -1.8 1.7
C -5.025839 5.486287 -4.962737 -0.3 0.5 0.7
O -5.880736 5.379397 -3.815493 -0.3 0.0 -0.2
C -5.178442 5.970245 -2.765543 1.3 0.8 1.1
H -3.032948 6.219191 -2.502889 0.6 0.9 -0.2
H -3.569929 4.698471 -2.226612 0.4 -2.4 1.0
H -3.582138 4.070638 -4.397121 0.5 0.1 -0.6
H -2.827326 5.614697 -4.839605 1.5 0.8 -1.2
H -5.389546 4.746178 -5.679493 0.2 0.3 -0.1
H -5.124075 6.520332 -5.358171 0.2 -0.5 0.0
H -5.584298 5.714572 -1.779886 -0.4 0.0 -0.4
H -5.098812 7.079280 -2.836570 -0.7 -0.3 -0.2
C -0.621769 5.945768 1.836493 1.0 1.3 -0.3
C -0.555764 4.611304 2.514704 -0.5 -2.2 0.2
C -0.081169 3.676271 1.338404 -0.9 0.1 -0.6
O 0.028407 4.498512 0.160085 1.0 0.1 -0.1
C -0.821072 5.593543 0.348913 -1.0 0.0 0.9
H 0.418965 6.331214 1.987533 -0.8 0.2 -0.6
H -1.305570 6.725729 2.202525 0.0 -0.6 0.1
H -1.511759 4.190127 2.896270 0.4 0.6 -0.2
H 0.169948 4.553459 3.350321 -0.4 0.2 -0.4
H -0.790580 2.893894 1.002956 0.1 0.2 1.0
H 0.869613 3.218236 1.546373 0.6 -0.1 -0.1
H -1.860846 5.259649 0.175434 0.0 0.1 0.2
H -0.665172 6.413219 -0.351765 0.6 -0.1 0.0
C 2.046339 -4.342906 1.202376 -1.8 0.4 0.1
C 0.603670 -4.950801 1.261441 0.6 3.1 -0.4
C -0.264874 -3.670980 1.028948 0.2 -0.8 1.2
O 0.527541 -2.650938 0.463630 0.6 -0.1 -0.5
C 1.850057 -3.159024 0.254736 0.9 0.3 0.3
H 2.751097 -5.077406 0.859842 0.6 -0.1 0.0
H 2.265032 -3.929343 2.185655 0.4 -0.3 0.2
H 0.419876 -5.392640 2.193093 -0.4 -0.6 1.4
H 0.387339 -5.642154 0.514285 0.0 -1.3 -1.5
H -0.586593 -3.282685 1.962031 -0.3 0.2 1.3
H -1.200360 -3.834668 0.523648 -0.2 -0.2 -0.9
H 2.593556 -2.340508 0.426899 -0.7 -0.5 -0.1
H 1.940677 -3.512749 -0.755970 0.1 0.0 -0.6
C 5.709494 -2.267341 1.712086 0.2 -0.3 1.5
C 5.838995 -3.452507 0.870080 0.1 -1.8 -1.6
C 5.968374 -2.875800 -0.552252 -0.2 0.2 0.6
O 6.459614 -1.524113 -0.401632 -0.3 -0.1 0.5
C 6.682402 -1.363844 0.988222 0.1 0.5 1.3
H 5.999721 -2.526841 2.774432 -0.5 0.8 -1.0
H 4.679345 -1.914384 1.609535 0.2 0.4 0.5
H 5.063463 -4.225596 0.970706 0.1 0.3 -0.1
H 6.797621 -3.940809 1.003388 0.2 -0.3 0.7
H 4.993826 -2.778334 -1.028942 0.3 -0.5 -0.6
H 6.757253 -3.470317 -1.005917 -0.5 0.1 -1.0
H 6.525694 -0.370803 1.404865 0.2 0.6 -0.8
H 7.704564 -1.669604 1.195723 0.3 0.0 0.3
C -4.445328 -0.146055 3.643302 1.2 -0.2 0.0
C -3.830059 -1.546133 3.539656 -1.0 -1.8 -1.0
C -2.540267 -1.401910 2.706878 -0.9 0.3 -0.7
O -2.533294 -0.055846 2.255224 -0.4 0.8 0.8
C -3.208109 0.691767 3.302713 0.9 1.6 -0.3
H -4.841893 -0.002086 4.624019 -0.1 0.4 0.8
H -5.272954 0.016876 2.946995 0.4 0.0 -0.2
H -4.586772 -2.222185 3.070444 0.8 0.4 0.2
H -3.509957 -2.042979 4.457238 -0.5 0.4 0.4
H -2.443218 -2.012824 1.792875 -0.1 -0.1 0.6
H -1.726074 -1.548918 3.392778 0.8 -0.3 0.1
H -3.406222 1.696228 2.870318 -0.1 -0.7 0.2
H -2.475580 0.908727 4.171984 -1.1 -0.8 -0.9
C 0.594040 -4.144299 6.789634 0.6 -0.2 -1.0
N -0.430687 -3.687323 5.830368 -3.0 0.7 0.1
O -0.100890 -3.369369 4.697935 0.1 -0.5 0.8
O -1.604286 -3.589396 6.256462 2.2 -0.3 -0.7
H 0.135001 -4.673824 7.619269 0.0 0.3 -0.1
H 1.139099 -3.233196 7.022589 0.0 -0.1 0.5
H 1.253265 -4.777056 6.187588 0.0 0.0 0.4
C -1.460978 -3.959987 -2.249813 0.0 -0.3 -0.7
N -2.314115 -2.999974 -3.035095 -1.5 -1.2 2.5
O -3.357852 -2.760730 -2.453909 -0.6 0.5 0.3
O -2.068044 -2.585250 -4.115912 1.4 0.4 -1.6
H -0.788546 -3.400524 -1.618298 -0.1 0.3 0.3
H -0.878862 -4.494707 -2.959012 0.7 -0.4 -0.7
H -2.113162 -4.683376 -1.734203 0.2 0.8 0.0
C -1.781098 0.263800 -7.041819 -0.3 0.0 0.9
N -3.001755 0.984000 -7.501879 -0.2 -1.0 -2.0
O -3.473637 1.809044 -6.775035 -0.4 0.5 0.4
O -3.434053 0.673931 -8.630849 0.5 0.5 1.8
H -2.050110 -0.349807 -6.159621 0.0 0.3 -0.5
H -1.073308 1.025839 -6.695759 -0.1 -0.3 -0.3
H -1.486153 -0.341730 -7.877393 0.5 -0.1 -0.1
C 4.676063 0.702253 -1.614534 -0.3 -1.1 -2.2
N 3.897720 0.809581 -0.438590 -1.1 5.8 -0.1
O 3.503726 1.965557 -0.143205 0.3 -1.1 -0.4
O 3.678691 -0.110555 0.226907 -0.7 -4.0 2.3
H 4.826138 1.696613 -2.016393 0.4 -0.1 0.1
H 4.074320 0.096265 -2.343708 0.5 0.4 0.6
H 5.502779 0.089199 -1.289610 0.8 0.1 -0.5
C -3.733339 0.025168 -0.861448 0.5 -0.6 -0.2
N -3.504937 1.293440 -0.133090 -2.0 0.2 -0.9
O -2.475802 1.860375 -0.343151 1.7 0.7 0.0
O -4.417965 1.760095 0.518261 -0.1 -0.3 0.4
H -4.738924 -0.070613 -1.273597 0.2 0.5 0.2
H -3.588215 -0.739483 -0.116820 0.0 -0.4 0.2
H -2.939282 -0.050199 -1.609148 -0.5 0.0 0.2
C 4.326317 1.836500 4.233651 0.5 -1.1 -2.1
N 5.078403 0.755962 4.886494 -0.1 -2.4 -0.3
O 5.158778 -0.306242 4.260065 -0.1 0.8 0.0
O 5.561540 0.880536 5.981629 0.0 0.9 0.3
H 3.697116 2.282941 4.924093 -1.0 0.8 1.4
H 3.746491 1.348230 3.402458 0.8 0.8 0.8
H 5.086026 2.522569 3.891804 0.1 0.3 -0.3
C 1.750440 -2.655423 -4.703686 0.2 -0.6 -1.2
N 2.468963 -3.202517 -3.552699 1.3 -1.9 0.8
O 1.971670 -4.115730 -2.905234 -0.9 0.6 -0.5
O 3.636321 -2.904969 -3.383060 -0.2 1.0 -0.3
H 0.685847 -2.649616 -4.507189 0.0 0.5 0.2
H 1.919594 -3.394308 -5.520114 0.0 0.3 0.6
H 2.266277 -1.747744 -5.009920 -0.5 0.2 0.3
C -5.732684 -4.945255 -0.532365 -1.1 0.4 -0.2
N -4.798834 -4.140655 0.323208 -1.9 -0.7 2.0
O -3.756581 -4.649724 0.642430 1.2 -0.3 -0.6
O -5.266304 -3.173877 0.894514 0.0 0.5 -0.9
H -6.091445 -4.300341 -1.338112 0.3 -0.1 0.0
H -6.660909 -5.284729 0.013614 1.3 0.6 0.0
H -5.180082 -5.796952 -0.864631 0.3 -0.4 -0.4
C 0.442681 0.379976 -0.240593 0.2 -0.9 0.1
N 0.205635 -0.502491 -1.433674 1.8 -0.2 0.0
O -0.892407 -0.935383 -1.588871 -1.0 -0.6 -0.5
O 1.172369 -0.754482 -2.181727 -1.1 0.3 1.1
H -0.473224 0.463597 0.363344 0.2 0.2 -0.7
H 0.800286 1.274855 -0.737223 0.1 0.4 0.6
H 1.170247 -0.148546 0.403493 0.0 0.5 -0.7
```
Positions in Å, forces in eV/Å.

Calculated values
Charge: 0
Highest occupied orbital energy in eV: -9.4
Kohn-Sham gap in eV: 9.10
Maximum force in eV/A: 5.90



[5]
An isolated molecule of C6H12FN at a distorted geometry. Source: the OMol25 dataset; level of theory: the ωB97M-V functional and the def2-TZVPD basis.

Structure (XYZ):
```
20
Properties=species:S:1:pos:R:3:forces:R:3
C -1.148323 -1.650473 -1.130129 0.2 0.4 -0.4
C -1.410482 0.081337 0.654880 -0.3 0.2 0.4
C -0.174829 0.999701 0.781817 -0.6 -0.3 -0.2
C 0.454956 0.160377 -0.347979 0.5 0.2 0.1
C 1.389838 -0.911950 0.219365 -0.1 0.0 0.2
C 1.112661 0.924499 -1.486251 -1.0 0.2 -0.2
H -0.617735 -1.814591 -2.087859 -0.3 0.1 0.4
H -0.844941 -2.416111 -0.418242 0.2 -0.2 0.2
H -2.215659 -1.762206 -1.288314 -0.2 -0.1 -0.2
H -1.348415 -0.749583 1.388830 -0.1 0.3 -0.1
H -2.427264 0.539749 0.684737 0.7 -0.3 0.0
H -0.370253 2.028344 0.470357 0.1 0.0 0.2
H 0.922979 -1.482566 1.029772 0.0 0.1 -0.1
H 1.692582 -1.610376 -0.551718 0.0 -0.2 -0.3
H 2.308559 -0.483046 0.626142 -0.2 0.2 0.0
H 0.463121 1.724493 -1.887279 0.1 -0.4 0.3
H 1.322307 0.252181 -2.303347 0.1 -0.3 -0.4
H 2.034966 1.367004 -1.182631 0.8 0.3 0.3
N -0.917757 -0.297407 -0.666571 0.1 -0.2 -0.3
F 0.462347 0.985291 2.003925 0.0 0.1 -0.1
```
Positions in Å, forces in eV/Å.

Calculated values
Charge: 0
Highest occupied orbital energy in eV: -8.8
Energy above the lowest of the compared OMol25 structures with the same formula, charge and spin in kcal/mol: 17.2
SMILES string: CN1C[C@@H](F)C1(C)C
Kohn-Sham gap in eV: 9.74
Maximum force in eV/A: 1.03